The following is a DFT calculation (the ωB97M-V functional and the def2-TZVPD basis) of 13 unconnected molecules or ions with the total composition C25H39F6N7O32 at a distorted geometry.

Properties
Energy above the lowest of the compared OMol25 structures with the same formula, charge and spin = 208.1 kJ/mol
Highest occupied orbital energy = -11.0868 eV
Energy = -118789.1555 eV

Geometry as ORCA input:
```
! wB97M-V def2-TZVPD RIJCOSX def2/J DEFGRID3
* xyz 0 1
C -0.3085 -0.7015 1.3329
C 0.5846 0.0680 0.4102
O -0.3147 0.4333 -0.5444
C -1.3639 -0.4823 -0.6331
O -2.2301 -0.6453 -1.4963
O -1.1064 -1.3551 0.3354
F 1.4774 -0.8729 -0.0722
H -0.8459 -0.0411 2.0135
H 0.3373 -1.3843 1.8849
H 1.1355 0.8279 0.9645
C -3.2816 7.7939 2.0427
C -2.4378 7.4768 0.8226
O -2.3292 6.0812 0.9699
C -3.2331 5.5935 1.7492
O -3.3193 4.3843 2.1110
O -3.8452 6.5269 2.3616
F -1.2512 8.0551 0.9565
H -4.0116 8.5999 1.9682
H -2.5985 8.0571 2.8503
H -2.9517 7.7444 -0.1007
C -6.0919 -2.3902 4.0314
C -5.7289 -1.3663 5.1444
O -4.3075 -1.6776 5.2269
C -4.0961 -2.9599 4.8748
O -3.0147 -3.5304 5.0858
O -5.1793 -3.4499 4.2473
F -6.3075 -1.8313 6.2107
H -5.7507 -2.1082 3.0353
H -7.1602 -2.6061 4.0466
H -5.9600 -0.3147 4.9747
C 1.2969 -0.1649 7.9543
C 1.9132 1.0942 7.3629
O 1.8921 2.1028 8.2815
C 1.5037 1.5511 9.4701
O 1.5725 2.1105 10.5613
O 1.0676 0.2662 9.2529
F 1.1223 1.4969 6.3419
H 1.9280 -1.0113 7.6830
H 0.2862 -0.3913 7.6148
H 2.9094 0.8418 6.9997
C -0.2654 -3.2071 -5.6837
C -1.5975 -3.4466 -6.4340
O -1.2166 -4.4562 -7.3782
C 0.1436 -4.5386 -7.4049
O 0.6880 -5.3118 -8.1869
O 0.7106 -3.5764 -6.6105
F -1.9068 -2.3839 -7.1906
H -0.1937 -3.8540 -4.8094
H -0.0751 -2.2139 -5.2769
H -2.3770 -3.8296 -5.7754
C 7.4057 -4.5019 -1.4035
C 7.8908 -5.7918 -2.0094
O 8.6354 -5.2268 -3.1012
C 8.2136 -4.0288 -3.4268
O 8.5594 -3.3171 -4.3620
O 7.3261 -3.5962 -2.5055
F 6.8807 -6.5443 -2.4115
H 8.0564 -4.2385 -0.5697
H 6.3918 -4.5493 -1.0062
H 8.5378 -6.3491 -1.3319
C 4.6017 2.1003 -4.8916
N 5.4319 3.2615 -5.2178
O 5.6384 3.4390 -6.4288
O 5.9234 3.9069 -4.3066
H 5.0212 1.1261 -5.1429
H 3.7230 2.1376 -5.5355
H 4.2409 2.1056 -3.8631
C -7.6160 2.3789 -2.5174
N -9.0272 2.0690 -2.0082
O -9.2586 1.7534 -0.8315
O -9.9685 2.1543 -2.8106
H -7.0446 1.4639 -2.6735
H -7.1365 3.0735 -1.8277
H -7.5934 2.9422 -3.4503
C 8.3667 1.2598 2.9711
N 7.0004 0.7391 2.6807
O 6.5500 -0.1047 3.4399
O 6.4098 1.1637 1.6890
H 8.2514 1.8765 3.8624
H 8.7165 1.8036 2.0936
H 9.1211 0.5014 3.1804
C -9.9809 -3.3186 -2.2679
N -8.9778 -3.7103 -1.2570
O -9.2958 -4.5324 -0.3831
O -7.8217 -3.3489 -1.4238
H -9.3420 -2.8411 -3.0108
H -10.7813 -2.6967 -1.8671
H -10.3929 -4.2177 -2.7261
C -3.4018 2.6566 -7.3780
N -2.1592 2.8919 -8.1887
O -2.2863 3.5112 -9.2200
O -1.0487 2.6429 -7.7134
H -3.9151 3.6180 -7.3964
H -3.0680 2.3487 -6.3871
H -4.0983 1.9836 -7.8780
C 4.7357 6.0954 1.3138
N 5.1526 5.5681 2.6588
O 6.3621 5.5014 2.8498
O 4.3211 5.2229 3.4560
H 3.9172 5.5066 0.8997
H 5.5926 6.0341 0.6428
H 4.4975 7.1491 1.4592
C 3.0017 -6.0255 3.9047
N 2.3444 -6.6880 2.7732
O 1.6149 -7.6794 3.0038
O 2.5353 -6.1717 1.6315
H 2.2197 -5.8723 4.6484
H 3.3342 -5.0350 3.5941
H 3.7807 -6.6036 4.4018
*
```

Atomic partial charges in e from the Löwdin method, atoms 1 to 4: number 1, C, carries -0.06; number 2, C, carries -0.34; number 3, O, carries 0.12; number 4, C, carries -0.47